[1]
The following is a quantum chemistry calculation of a molecular structure, C6H7NO2, from the OMol25 dataset.

Atoms and positions in Å:
C1 0.936 -0.430 -0.457
C2 -0.401 1.484 0.636
C3 -1.215 0.708 -1.278
C4 -0.474 0.044 -0.061
C5 -1.727 1.537 -0.079
C6 1.708 -1.347 0.493
N1 -1.097 -0.829 0.850
O1 1.383 -0.124 -1.522
O2 -2.198 -1.333 0.626
H1 -0.420 1.469 1.791
H2 0.538 2.166 0.405
H3 -0.461 1.027 -1.942
H4 -2.016 0.267 -1.744
H5 1.116 -2.195 0.680
H6 1.686 -0.726 1.461
H7 2.642 -1.718 0.140

Energy relative to the best compared isomer or geometry (same formula, charge and spin) ... 7.7431 eV
Lowest unoccupied orbital energy ... -0.61 eV
2S+1 ... 1
Gap between HOMO and LUMO ... 8.238 eV
Total energy ... -437.7832 hartree
Maximum force ... 0.0734 Eh/bohr

***

[2]
The following is a quantum chemistry calculation of a single C6H7NO2 molecule, from the OMol25 dataset.

Atoms and positions in Å:
C1 1.929 1.843 0.547
O1 0.564 1.711 -0.008
C2 -0.024 0.535 -0.093
C3 -1.451 0.573 -0.010
C4 -2.145 -0.646 0.150
C5 -1.480 -1.806 -0.171
N1 -0.114 -1.799 -0.623
C6 0.757 -0.651 -0.352
O2 1.956 -0.716 -0.463
H1 1.974 2.973 0.686
H2 2.788 1.467 -0.163
H3 1.887 1.201 1.493
H4 -1.910 1.517 0.196
H5 -3.263 -0.782 0.166
H6 -1.953 -2.747 -0.514
H7 0.485 -2.672 -0.841

Energy relative to the best compared isomer or geometry (same formula, charge and spin) ... 1.5990 eV
Lowest unoccupied orbital energy ... 0.39 eV
2S+1 ... 1
Gap between HOMO and LUMO ... 8.199 eV
SMILES string ... COc1ccc[nH]c1=O
Total energy ... -438.0090 hartree
Maximum force ... 0.0660 Eh/bohr

***

[3]
The following is a quantum chemistry calculation of a molecular structure, C6H7NO2, from the OMol25 dataset.

Atoms and positions in Å:
C1 1.846 2.267 -0.797
C2 -0.043 0.701 -0.581
C3 -0.661 -0.541 0.025
C4 -0.412 -1.198 1.122
C5 -1.279 -2.274 1.171
C6 -1.979 -2.160 0.029
H1 2.560 2.176 -1.469
H2 0.939 3.151 -1.405
H3 2.155 2.941 0.189
H4 -0.638 1.430 -0.954
H5 0.081 -1.084 1.948
H6 -1.457 -2.993 1.869
H7 -2.676 -2.599 -0.456
N1 1.210 1.050 -0.280
O1 2.044 0.207 0.260
O2 -1.689 -1.074 -0.670

Energy relative to the best compared isomer or geometry (same formula, charge and spin) ... 5.9374 eV
Lowest unoccupied orbital energy ... 0.39 eV
2S+1 ... 1
Gap between HOMO and LUMO ... 8.490 eV
Total energy ... -437.8496 hartree
Maximum force ... 0.1878 Eh/bohr

***

[4]
The following is a quantum chemistry calculation of 2 unconnected molecules or ions with the total composition C6H7NO2S, from the OMol25 dataset.

Atoms and positions in Å:
C1 -0.358 0.056 -0.092
C2 -1.146 1.224 -0.115
C3 -2.478 1.149 0.077
C4 -3.065 -0.135 0.014
C5 -2.344 -1.257 0.131
C6 -0.968 -1.143 -0.283
H1 2.006 0.423 2.051
H2 3.183 -1.138 0.821
H3 -0.834 2.161 0.336
H4 -3.045 2.078 0.147
H5 -4.116 -0.132 0.343
H6 -2.658 -2.359 0.252
H7 -0.424 -2.049 -0.323
N1 1.921 -0.573 1.389
O1 1.983 -0.998 -0.945
O2 1.925 1.520 -0.277
S1 1.458 0.094 -0.123

Energy relative to the best compared isomer or geometry (same formula, charge and spin) ... 4.8794 eV
Lowest unoccupied orbital energy ... -0.18 eV
2S+1 ... 1
Gap between HOMO and LUMO ... 9.790 eV
Total energy ... -836.0847 hartree
Maximum force ... 0.1056 Eh/bohr

***

[5]
The following is a quantum chemistry calculation of a single C6H7NS molecule, from the OMol25 dataset.

Atoms and positions in Å:
C1 1.564 -1.531 -2.069
C2 0.537 -0.822 -1.226
C3 -0.804 -0.767 -1.610
N1 -1.775 -0.157 -0.918
C4 -1.422 0.441 0.217
C5 -0.111 0.452 0.711
S1 0.282 1.310 2.224
C6 0.875 -0.191 -0.025
H1 1.124 -1.821 -3.017
H2 1.905 -2.441 -1.562
H3 2.435 -0.884 -2.249
H4 -1.128 -1.223 -2.529
H5 -2.212 0.937 0.785
H6 0.029 0.266 3.096
H7 1.937 -0.174 0.338

Energy relative to the best compared isomer or geometry (same formula, charge and spin) ... 0.0348 eV
Lowest unoccupied orbital energy ... 0.65 eV
2S+1 ... 1
Gap between HOMO and LUMO ... 10.149 eV
SMILES string ... Cc1cncc(S)c1
Total energy ... -685.7686 hartree
Maximum force ... 0.0239 Eh/bohr

***

[6]
The following is a quantum chemistry calculation of a single C6H7NS molecule, from the OMol25 dataset.

Atoms and positions in Å:
C1 -1.041 -1.277 -1.053
C2 -0.853 -0.092 -0.137
C3 -2.123 0.067 0.622
N1 -3.127 -0.054 1.135
C4 0.354 -0.144 0.721
C5 1.117 0.912 0.798
C6 0.677 2.167 -0.023
S1 -0.657 1.552 -1.067
H1 -1.464 -2.096 -0.434
H2 -0.179 -1.569 -1.589
H3 -1.790 -1.017 -1.722
H4 0.310 -1.069 1.375
H5 2.107 1.017 1.279
H6 0.279 3.094 0.533
H7 1.577 2.624 -0.635

Energy relative to the best compared isomer or geometry (same formula, charge and spin) ... 1.5277 eV
Lowest unoccupied orbital energy ... 0.68 eV
2S+1 ... 1
Gap between HOMO and LUMO ... 9.752 eV
SMILES string ... C[C@@]1(C#N)C=CCS1
Total energy ... -685.7137 hartree
Maximum force ... 0.0566 Eh/bohr

***

[7]
The following is a quantum chemistry calculation of a single C6H7NS molecule, from the OMol25 dataset.

Atoms and positions in Å:
C1 -1.593 -1.046 -0.292
C2 -2.556 1.372 -0.309
C3 2.010 -0.822 0.476
C4 1.857 0.595 -0.106
C5 0.654 -0.132 0.346
C6 -0.392 -0.599 -0.535
N1 -2.701 -1.234 0.148
S1 -3.700 0.346 0.172
H1 -2.830 2.487 -0.068
H2 2.120 -1.541 -0.270
H3 2.521 -1.074 1.434
H4 2.089 1.468 0.379
H5 2.030 0.571 -1.206
H6 0.311 0.157 1.377
H7 0.179 -0.548 -1.546

Energy relative to the best compared isomer or geometry (same formula, charge and spin) ... 6.1666 eV
Lowest unoccupied orbital energy ... -0.42 eV
2S+1 ... 1
Gap between HOMO and LUMO ... 8.072 eV
Total energy ... -685.5433 hartree
Maximum force ... 0.0839 Eh/bohr

***

[8]
The following is a quantum chemistry calculation of a gas-phase ion, C6H7O3 (charge -1), from the OMol25 dataset.

Atoms and positions in Å:
C1 -1.247 0.271 1.373
C2 -0.458 0.042 0.119
C3 -1.209 0.656 -1.096
C4 0.408 -1.160 -0.128
O1 0.320 -2.513 -0.506
C5 1.128 -0.026 0.071
C6 2.503 0.569 0.011
O2 2.720 1.580 -0.717
O3 3.374 -0.110 0.664
H1 -2.330 0.068 1.116
H2 -1.337 1.333 1.571
H3 -0.883 -0.321 2.352
H4 -0.541 0.903 -1.840
H5 -1.617 1.667 -0.693
H6 -1.964 -0.100 -1.496
H7 1.134 -2.859 -0.802

Net charge ... -1
Energy relative to the best compared isomer or geometry (same formula, charge and spin) ... 1.7978 eV
Lowest unoccupied orbital energy ... 3.43 eV
2S+1 ... 1
Gap between HOMO and LUMO ... 7.396 eV
SMILES string ... CC1(C)C(O)=C1C(=O)[O-]
Total energy ... -458.4949 hartree
Maximum force ... 0.0868 Eh/bohr